C25H68AlFN3O17P4Si as an isolated structure. Source: OMol25; level of theory: wB97M-V/def2-TZVPD.

The geometry in XYZ format:
```
120
Properties=species:S:1:pos:R:3
C -4.19639 -1.25934 2.50998
C -3.87224 -2.41903 1.38289
C -2.29539 -2.90422 1.36673
F -2.01615 -4.02840 0.43223
Al -1.06271 -1.24742 1.02586
C -0.62905 -0.41878 2.88650
C 0.96727 -0.12969 3.12133
C 1.46909 -1.19055 4.31103
C 3.10046 -1.46190 4.06549
N 3.55139 -2.39504 5.16781
C 3.58136 -3.84479 4.73603
N 4.56345 -4.68695 5.25522
N 2.57676 -4.48936 3.77280
C 0.58849 -1.97240 0.05119
C 0.76122 -1.39234 -1.50733
O 2.19435 -1.49114 -1.80858
Si 2.85664 -0.02326 -2.49966
C 4.79160 -0.11029 -2.16826
C 2.26663 1.61773 -1.68547
C 2.67478 0.12546 -4.42169
H -3.73563 -1.56467 3.56364
H -5.37444 -1.19660 2.60671
H -3.81093 -0.18425 2.20906
H -4.51894 -3.36410 1.69296
H -4.22150 -2.08422 0.31478
H -2.04381 -3.27765 2.47087
H -1.78956 -0.18713 0.10242
H -1.24256 0.58695 2.96201
H -1.01367 -1.14554 3.72717
H 1.62492 -0.18589 2.15182
H 1.08816 0.94798 3.61879
H 0.84590 -2.18689 4.25963
H 1.30577 -0.73725 5.37858
H 3.21435 -1.90444 2.97481
H 3.59385 -0.38347 4.14530
H 4.47689 -2.08400 5.57742
H 4.40231 -5.63850 4.82759
H 2.79865 -4.24551 2.78162
H 1.59277 -4.23224 4.01995
H 1.60175 -1.75107 0.63506
H 0.52084 -3.15666 -0.08517
H 0.11153 -2.14298 -2.17072
H 0.28300 -0.33723 -1.66027
H 5.08330 -1.24227 -2.29681
H 5.39523 0.62033 -2.85467
H 4.91656 0.12402 -1.00464
H 1.73017 1.45941 -0.65525
H 3.13178 2.40460 -1.60498
H 1.44064 2.08802 -2.40832
H 1.55227 0.09818 -4.75140
H 3.33131 -0.74447 -4.90986
H 3.22450 1.13107 -4.75727
C 1.49261 8.33945 -4.21630
O 0.45208 7.46505 -3.82874
P 0.79858 5.89064 -3.76544
O 2.25637 5.54976 -3.81765
O -0.09976 5.25050 -4.93586
C 0.01809 5.78335 -6.23458
O 0.02069 5.39633 -2.44602
C 0.17895 6.15423 -1.26673
H 1.70990 8.21506 -5.28017
H 1.16882 9.36750 -4.03677
H 2.39402 8.15362 -3.62566
H 1.06753 5.90468 -6.51407
H -0.49506 6.74778 -6.27993
H -0.46215 5.10037 -6.93965
H -0.54105 6.97723 -1.27225
H 1.19391 6.55239 -1.18291
H -0.02629 5.51514 -0.40466
C -7.86481 3.65141 2.70152
O -8.90533 2.77702 3.08908
P -8.55884 1.20261 3.15238
O -7.10105 0.86173 3.10017
O -9.45717 0.56246 1.98196
C -9.33932 1.09532 0.68324
O -9.33673 0.70830 4.47180
C -9.17846 1.46619 5.65109
H -7.64751 3.52703 1.63765
H -8.18860 4.67947 2.88105
H -6.96340 3.46559 3.29216
H -8.28988 1.21665 0.40375
H -9.85248 2.05975 0.63789
H -9.81956 0.41233 -0.02183
H -9.89846 2.28920 5.64557
H -8.16351 1.86436 5.73491
H -9.38370 0.82711 6.51316
C 0.36594 -9.21599 4.40386
O 0.43117 -9.25895 5.81501
P -0.17350 -7.99754 6.61880
O -1.01768 -7.06242 5.80826
O 1.11344 -7.33217 7.31718
C 2.20986 -6.98585 6.50330
O -0.91199 -8.68210 7.87433
C -1.76897 -9.77306 7.61830
H 1.06822 -8.47237 4.01870
H 0.63808 -10.19918 4.01238
H -0.64874 -8.98085 4.07060
H 1.88005 -6.45131 5.60906
H 2.75221 -7.89169 6.21899
H 2.88300 -6.34259 7.07544
H -1.17644 -10.69141 7.58237
H -2.30673 -9.64371 6.67501
H -2.49204 -9.85447 8.43333
C 5.48825 5.59859 -9.63442
O 5.61103 4.32751 -9.02882
P 4.25014 3.60589 -8.54914
O 2.98275 4.20867 -9.07302
O 4.38028 3.56305 -6.94667
C 4.62708 4.77078 -6.26479
O 4.49467 2.06398 -8.94036
C 4.96792 1.78226 -10.23914
H 5.20663 6.34432 -8.88670
H 6.45376 5.87376 -10.06576
H 4.74613 5.57438 -10.43729
H 3.96638 5.56428 -6.62256
H 5.67159 5.06144 -6.40632
H 4.45116 4.61422 -5.19766
H 6.05846 1.86244 -10.24667
H 4.54227 2.46954 -10.97546
H 4.69017 0.75911 -10.50323
```

Results
- total charge = -1

=====

A 3-piece molecular cluster, C25H68B2N7O9P3 overall. Source: OMol25; level of theory: wB97M-V/def2-TZVPD.

The geometry in XYZ format:
```
114
Properties=species:S:1:pos:R:3
C 2.79864 5.18812 -1.36569
C 1.77432 4.06395 -1.39126
O 2.20260 3.03999 -0.46335
B 1.35445 1.97603 -0.33544
O 0.54853 1.90786 0.79634
C 1.26032 0.77805 -1.38561
O 0.67664 1.21854 -2.62843
C 0.76812 0.19429 -3.60395
C -0.49647 0.05414 -4.46193
C -1.13795 1.38673 -4.87517
C -1.94427 2.13991 -3.79723
C -3.46339 1.82802 -3.80975
C -4.35000 3.07776 -3.71871
C -3.87065 4.07716 -2.63761
N -4.93799 4.89056 -2.04928
O -1.43349 -0.90380 -3.99505
C -1.72829 -0.87464 -2.61500
C -1.25795 -2.14191 -1.87200
B -2.22361 -2.27896 -0.62983
O -1.93285 -1.72708 0.60878
O -3.44673 -2.94749 -0.77615
P 2.36492 0.57378 -4.53904
C 1.98748 1.13053 -6.24453
O 3.16474 -0.87507 -4.67695
H 3.76057 4.73844 -1.12240
H 2.57151 5.93963 -0.61389
H 2.87017 5.63600 -2.35520
H 0.78547 4.40988 -1.08162
H 1.70276 3.63222 -2.39109
H 0.78673 1.09451 1.25643
H 0.64913 -0.04410 -0.99404
H 2.25056 0.35750 -1.61326
H 0.95677 -0.79486 -3.17343
H -0.13557 -0.36643 -5.40610
H -0.40823 2.06841 -5.30583
H -1.84230 1.12681 -5.66944
H -1.58980 1.98305 -2.78437
H -1.81562 3.20589 -3.99351
H -3.69662 1.23180 -2.92178
H -3.71976 1.19694 -4.66165
H -5.35795 2.78027 -3.42065
H -4.36320 3.56109 -4.69782
H -3.20520 4.77323 -3.15550
H -3.25595 3.58537 -1.88491
H -5.58317 5.12029 -2.79451
H -5.42498 4.34465 -1.34972
H -2.82265 -0.86366 -2.52573
H -1.38010 0.00607 -2.07607
H -0.20940 -2.08627 -1.57923
H -1.42754 -3.02526 -2.48872
H -2.59116 -1.03488 0.75906
H -4.11035 -2.32646 -1.09203
H 1.64051 2.15920 -6.17546
H 1.28615 0.51268 -6.81171
H 2.91969 1.14364 -6.81015
H 2.80752 -1.42187 -5.38859
O -4.64100 -0.31121 3.10804
P -4.72985 -1.58805 3.90637
N -6.37668 -1.96444 3.62513
C -7.29412 -2.57345 4.55860
C -6.64052 -2.41606 2.26737
N -4.44599 -0.90609 5.48558
C -5.53657 -0.26022 6.20200
C -3.26583 -0.04528 5.49559
N -4.29895 -3.22398 4.45152
C -4.27389 -3.57601 5.85867
C -3.06835 -3.71990 3.80062
H -7.13178 -3.65571 4.68275
H -8.31615 -2.43120 4.20052
H -7.26110 -2.10234 5.53708
H -6.36520 -3.47259 2.12741
H -6.07363 -1.82116 1.54934
H -7.69641 -2.29456 2.02016
H -6.12169 0.41891 5.56901
H -5.14198 0.31441 7.04129
H -6.20745 -0.99500 6.64924
H -3.47183 0.94676 5.07957
H -2.45610 -0.48595 4.90826
H -2.90089 0.07314 6.51826
H -3.45973 -3.10000 6.41252
H -4.14520 -4.66023 5.92483
H -5.21514 -3.34286 6.35187
H -2.17298 -3.19977 4.16356
H -3.12865 -3.57041 2.71859
H -2.94351 -4.78969 3.97356
O 7.96228 -0.44294 -0.98179
P 7.00271 -0.34447 0.16869
N 7.93917 -1.00466 1.43440
C 7.45473 -1.79098 2.54394
C 9.04043 -0.14632 1.84443
N 5.79146 -1.45789 -0.40494
C 5.96271 -2.88883 -0.20370
C 5.43100 -1.18580 -1.79356
N 5.84501 0.51646 1.20051
C 4.57073 -0.06780 1.56643
C 5.63376 1.91107 0.75769
H 6.94875 -1.18769 3.31424
H 8.29788 -2.29604 3.02034
H 6.78322 -2.58365 2.22657
H 8.70023 0.66501 2.50651
H 9.51889 0.30424 0.97356
H 9.80497 -0.72448 2.36543
H 6.97371 -3.23827 -0.45009
H 5.25356 -3.43931 -0.82413
H 5.72820 -3.17692 0.82224
H 6.15928 -1.58797 -2.50533
H 5.35698 -0.10930 -1.96867
H 4.45262 -1.61772 -2.01710
H 3.87235 -0.14913 0.72547
H 4.11801 0.57466 2.32806
H 4.68868 -1.05091 2.01757
H 5.06605 1.96559 -0.17958
H 6.59752 2.40283 0.59726
H 5.10121 2.48384 1.51807
```

Results
- structure (SMILES) = CCOB(O)CO[C@@H]([C@H](CCCCCN)OCCB(O)O)P(C)O.CN(C)P(=O)(N(C)C)N(C)C.CN(C)P(=O)(N(C)C)N(C)C
- total charge = 0

=====

A 8-piece molecular cluster, C25H68NO28P7 overall. Source: OMol25; level of theory: wB97M-V/def2-TZVPD.

The geometry in XYZ format:
```
129
Properties=species:S:1:pos:R:3
C -2.04240 2.04407 3.43357
O -0.86810 1.50946 3.96204
P 0.11028 2.48416 4.84942
O 0.14542 3.88291 4.44190
O -0.31347 2.17866 6.38380
C 0.20566 3.01556 7.35621
O 1.55178 1.77943 4.82813
C 1.83068 0.43249 5.23006
H -1.99485 1.56005 2.45810
H -2.05114 3.10906 3.20154
H -2.95402 1.66722 3.89727
H 1.08550 3.54501 6.99061
H 0.52496 2.39554 8.19390
H -0.56702 3.78014 7.43664
H 2.31567 -0.08939 4.40512
H 0.91171 -0.07400 5.52515
H 2.65110 0.39279 5.94660
C -2.15162 -1.85693 4.60663
O -0.89277 -1.98236 5.22018
P -0.30637 -3.42405 5.69795
O -1.05817 -4.01536 6.87903
O 1.25628 -3.13228 5.93024
C 1.60035 -2.54824 7.22958
O -0.33402 -4.36479 4.34940
C 0.33150 -3.93618 3.11886
H -2.79795 -2.72255 4.46160
H -2.01597 -1.39165 3.63030
H -2.72664 -1.27855 5.32977
H 0.71138 -2.44791 7.85229
H 2.15640 -1.61125 7.19866
H 2.25512 -3.21152 7.79476
H -0.28958 -3.84801 2.22746
H 1.18938 -4.56699 2.88602
H 0.73833 -2.93330 3.24856
C 4.60794 3.60827 2.49369
O 5.08745 2.26048 2.54222
P 5.06624 1.35003 1.17096
O 5.51324 -0.04053 1.40494
O 6.06281 2.20103 0.17693
C 6.50368 1.67295 -1.11598
O 3.53406 1.54926 0.57007
C 2.48413 0.96872 1.35418
H 5.34770 4.38678 2.68016
H 3.79212 3.78253 3.19524
H 4.11148 3.82319 1.54742
H 7.38424 2.24070 -1.41659
H 5.88292 1.81314 -2.00091
H 6.79312 0.65239 -0.86541
H 1.60467 1.21143 0.75775
H 2.36761 1.35253 2.36770
H 2.56689 -0.11348 1.45467
C -1.99973 4.58373 -2.63008
O -3.18438 3.83367 -2.27225
P -3.33954 3.30437 -0.75370
O -2.07100 2.69751 -0.18599
O -3.93312 4.51795 0.13115
C -4.68457 4.23403 1.37540
O -4.59471 2.29163 -0.93547
C -5.71848 2.81683 -1.63537
H -1.55889 4.12141 -3.51327
H -1.23888 4.56468 -1.84981
H -2.27005 5.61541 -2.85515
H -4.40478 4.78156 2.27542
H -4.67154 3.16034 1.56275
H -5.73104 4.41887 1.13285
H -5.73377 3.90661 -1.62027
H -6.65552 2.56317 -1.13966
H -5.68849 2.34825 -2.61905
C 5.38004 -4.58900 -1.71637
O 4.95664 -3.38798 -2.40240
P 3.40802 -3.00585 -2.72635
O 2.48717 -4.21154 -2.79759
O 3.11862 -1.90919 -1.57988
C 3.92445 -0.76176 -1.43960
O 3.55658 -2.07682 -4.10676
C 2.52826 -2.14608 -5.06693
H 6.23276 -5.03350 -2.22959
H 4.57974 -5.30917 -1.54615
H 5.78745 -4.19659 -0.78464
H 4.31409 -0.72134 -0.42243
H 3.35121 0.11447 -1.74249
H 4.76218 -0.84669 -2.13176
H 2.24599 -1.24428 -5.61025
H 1.59118 -2.59107 -4.73230
H 2.79398 -2.71717 -5.95652
C -5.15778 -5.26691 -4.74244
O -4.66525 -6.02200 -3.64828
P -4.31887 -5.25836 -2.26298
O -3.71242 -6.12216 -1.17385
O -3.43794 -4.01738 -2.86322
C -3.22852 -2.90225 -2.00822
O -5.79118 -4.59543 -1.93531
C -6.07908 -4.04754 -0.63903
H -5.25422 -4.19792 -4.55253
H -6.12106 -5.72354 -4.96982
H -4.56394 -5.47835 -5.63168
H -4.16632 -2.35655 -1.90418
H -2.60079 -2.10433 -2.40491
H -2.84114 -3.17784 -1.02736
H -6.74104 -4.64494 -0.01210
H -6.40748 -3.01191 -0.72676
H -5.20996 -3.93691 0.00942
C 0.84459 4.51508 -5.48443
O -0.15016 3.51724 -5.26328
P 0.24056 1.95597 -5.04889
O -0.94598 1.17237 -4.65720
O 0.92152 1.48374 -6.52149
C 0.15046 1.34832 -7.66870
O 1.47796 1.88085 -3.98781
C 1.23314 2.13126 -2.58063
H 0.70042 5.36479 -4.81711
H 0.78177 5.01920 -6.44880
H 1.81652 4.02174 -5.49255
H -0.93268 1.40787 -7.56202
H 0.33667 0.42547 -8.21803
H 0.36642 2.20055 -8.31303
H 0.26141 2.54020 -2.30386
H 1.97061 2.85919 -2.24249
H 1.32588 1.17720 -2.06171
N -1.05200 0.30023 0.12121
C -0.74910 -0.16981 -1.12182
C -0.09931 -1.39064 -0.92595
C 0.05313 -1.63304 0.40165
C -0.57430 -0.53470 1.08313
H -1.35994 1.25600 0.22966
H -0.97866 0.50572 -1.93260
H 0.34301 -1.95840 -1.73118
H 0.58284 -2.41819 0.92066
H -0.72535 -0.30094 2.12665
```

Results
- structure (SMILES) = COP(=O)(OC)OC.COP(=O)(OC)OC.COP(=O)(OC)OC.COP(=O)(OC)OC.COP(=O)(OC)OC.COP(=O)(OC)OC.COP(=O)(OC)OC.c1cc[nH]c1
- energy relative to the best compared isomer or geometry (same formula, charge and spin) (eV) = 1.673
- total charge = 0

=====

C25H69CdN4O12 as an isolated structure. Source: OMol25; level of theory: wB97M-V/def2-TZVPD.

The geometry in XYZ format:
```
111
Properties=species:S:1:pos:R:3
Cd 3.44651 0.62458 -2.86022
C 0.83023 0.66355 -1.05799
O 2.06499 0.07757 -1.45364
H 0.70578 1.69559 -1.39287
H 0.00099 0.09601 -1.49592
H 0.74237 0.63223 0.03084
C 1.17260 4.30071 3.06560
O 2.39553 3.73469 2.68111
C 2.26007 2.64001 1.80883
C 3.64987 2.09442 1.55738
N 4.34911 3.01860 0.65764
C 5.76723 2.70535 0.48367
C 6.64105 3.11355 1.65568
O 6.37670 4.45949 1.92955
C 7.35350 5.05095 2.78701
H 0.53380 4.49862 2.19723
H 1.38739 5.26163 3.53449
H 0.65856 3.67723 3.80492
H 1.77413 2.91078 0.86063
H 1.65866 1.84055 2.27296
H 3.58112 1.08431 1.15263
H 4.13760 2.03110 2.53839
H 4.30779 3.92600 1.11718
H 6.14831 3.21521 -0.40957
H 5.86966 1.63576 0.27000
H 7.69340 2.91701 1.41159
H 6.38518 2.50733 2.53910
H 7.74046 4.31486 3.49279
H 6.89346 5.89294 3.29467
H 8.18063 5.43161 2.17803
C -5.28421 -2.79386 -1.69849
O -3.88703 -2.72532 -1.89998
C -3.28756 -3.94702 -2.28198
C -1.84637 -3.63551 -2.59530
N -1.77859 -2.69100 -3.70626
C -0.44654 -2.19950 -3.94758
C -0.41432 -1.16682 -5.07273
O -0.54759 0.17710 -4.65506
C -1.83087 0.50127 -4.16109
H -5.60820 -3.76691 -1.31748
H -5.81951 -2.57308 -2.62662
H -5.55172 -2.04769 -0.95056
H -3.78146 -4.38264 -3.15915
H -3.34299 -4.67157 -1.45887
H -1.31698 -4.54034 -2.89896
H -1.39674 -3.19561 -1.69554
H -2.41106 -1.92086 -3.53947
H 0.19828 -3.02932 -4.25436
H 0.02471 -1.73291 -3.06594
H -1.12574 -1.42123 -5.86439
H 0.58434 -1.19706 -5.52457
H -2.62271 0.14062 -4.82810
H -1.88372 1.57997 -4.04587
H -2.02055 0.04649 -3.17696
C -2.32572 2.53798 2.59389
O -2.61197 2.48567 1.21133
C -1.81914 3.32414 0.42848
C -2.15581 3.10786 -1.03294
N -3.38314 3.79686 -1.40525
C -3.75043 3.57621 -2.79216
C -5.13897 4.06474 -3.06487
O -5.37573 3.85053 -4.45848
C -6.72940 3.91823 -4.81404
H -3.07631 3.12104 3.13397
H -1.36633 3.03641 2.77722
H -2.26584 1.52696 2.99343
H -0.74755 3.09057 0.57859
H -1.89660 4.39159 0.69226
H -2.35097 2.03302 -1.12809
H -1.31413 3.36352 -1.69895
H -3.25209 4.79446 -1.26576
H -3.72636 2.49652 -2.98347
H -3.03096 3.99939 -3.50945
H -5.18866 5.15444 -2.91629
H -5.89337 3.56310 -2.45785
H -7.06255 4.96503 -4.88934
H -7.38024 3.41980 -4.08791
H -6.84546 3.46824 -5.79733
C -1.34894 -1.58840 1.26760
O -0.18842 -2.28090 1.70169
C -0.13490 -3.59204 1.19248
C 0.98670 -4.34281 1.86546
N 0.54339 -4.76910 3.20262
C 1.61934 -5.38793 3.98290
C 1.06394 -5.87745 5.29539
O 0.51661 -4.78692 5.98473
C 0.18402 -5.09251 7.31005
H -2.24512 -2.09512 1.64898
H -1.44529 -1.54790 0.17872
H -1.35133 -0.59748 1.71646
H 0.01002 -3.62748 0.10394
H -1.06291 -4.15052 1.36803
H 1.89504 -3.72349 1.90639
H 1.20075 -5.27373 1.33148
H 0.27829 -3.92235 3.70327
H 2.46325 -4.71508 4.17836
H 1.90907 -6.28354 3.42279
H 1.87483 -6.32427 5.89147
H 0.31846 -6.66283 5.10807
H -0.52957 -5.92398 7.37651
H -0.21369 -4.19458 7.77178
H 1.07148 -5.42313 7.87329
O 2.11757 -2.69295 -1.75016
H 1.94441 -1.75528 -1.53008
H 2.57616 -3.03885 -0.97496
O 3.19918 -1.35881 -3.74613
H 3.34839 -1.76469 -4.60656
H 2.82974 -2.06516 -3.13361
O 2.26445 -1.05880 1.61132
H 2.31879 -0.59328 0.77174
H 1.36446 -1.43437 1.64261
```

Results
- energy relative to the best compared isomer or geometry (same formula, charge and spin) (eV) = 0.750
- total charge = +1

=====

Across the entries above, HOMO-LUMO gap takes the values 6.29; 8.35; 7.97; 4.03 eV, respectively.
Across the entries above, electronic energy takes the values -4434.1211; -3127.5821; -5544.8057; -2283.0761 a.u., respectively.